1.
Density functional theory data (wB97M-V/def2-TZVPD) for a cluster of 9 separate species, C38H62N2O18S6 in total.

Computed properties:
LUMO energy = 3.2 eV
DFT total energy = -145245.4815 eV
total charge = -2
HOMO = 0.000 hartree
largest force on an atom = 3.30 eV Å⁻¹

```
126
Properties=species:S:1:pos:R:3:forces:R:3
O 10.95126 15.09391 -2.33120 -1.60 -1.45 0.87
C 9.66321 14.73568 -1.81711 1.38 -0.56 -1.08
C 8.99127 13.21039 -1.77060 -0.09 0.41 -1.77
O 8.33740 12.62885 -2.84925 0.49 1.07 -0.01
H 8.91461 15.35307 -2.31361 -0.89 0.22 -0.55
H 9.59138 15.08890 -0.78843 -0.12 -0.07 1.26
H 8.29274 13.17316 -0.93468 -0.55 0.77 1.06
H 9.77255 12.53479 -1.42236 1.32 -0.43 0.38
C 15.00969 11.80654 -4.85521 -0.44 -0.90 0.14
C 14.11722 12.22728 -3.86462 0.49 -0.48 -0.73
C 14.21637 13.51641 -3.39041 0.43 2.01 -0.45
C 15.22255 14.38694 -3.87955 -0.23 -1.64 0.30
C 16.14228 13.85321 -4.81064 0.66 2.98 1.26
C 16.01196 12.61560 -5.30682 -0.08 -0.74 -0.43
N 15.38017 15.75611 -3.27859 -0.44 0.13 0.85
O 14.69896 16.11376 -2.31693 0.51 -1.20 -1.31
O 16.23547 16.47318 -3.76715 0.24 -0.15 -0.44
H 15.05110 10.84151 -5.33833 -0.82 -0.47 0.44
H 13.35372 11.56409 -3.48562 -0.14 0.02 -0.12
H 13.47112 13.95521 -2.74354 -0.24 -0.07 0.24
H 17.05929 14.33896 -5.10987 -0.25 0.85 0.11
H 16.72413 12.28045 -6.04634 0.02 -0.19 -0.02
C 11.14843 18.63847 1.22209 0.80 -0.41 0.89
C 10.88682 19.53762 2.24709 -1.91 -0.44 0.10
C 9.60368 19.49614 2.86103 1.26 0.64 0.10
C 8.68595 18.51179 2.52861 0.43 0.56 0.24
C 9.07312 17.52097 1.65018 -0.52 -0.81 -0.17
C 10.27380 17.59334 0.97266 -0.23 0.11 -0.07
N 7.35744 18.44672 3.19276 -0.83 -0.57 0.84
O 6.83735 19.46318 3.68025 1.15 -1.13 -0.88
O 6.83116 17.32893 3.26123 0.61 1.40 -0.20
H 12.15066 18.57623 0.82452 -0.02 0.23 -0.44
H 11.62458 20.24024 2.60546 -0.02 0.09 -0.11
H 9.45566 20.19086 3.67457 -0.52 0.06 -0.03
H 8.48045 16.62516 1.53761 -0.34 0.13 -0.24
H 10.51405 16.80156 0.27856 0.13 -0.05 -0.22
C 7.77085 11.45748 -7.45334 0.05 -0.80 0.87
C 6.62811 11.57322 -8.43832 -1.92 1.40 0.54
C 5.36787 10.92731 -7.76965 0.76 -0.26 0.47
S 5.42822 11.52106 -6.03203 1.57 0.39 0.77
O 4.95605 10.51668 -5.09514 -0.26 0.30 -0.82
O 4.85719 12.86894 -5.93875 0.30 -0.90 -0.47
C 7.31571 11.59837 -5.95390 -1.40 -0.35 -1.08
H 8.56779 12.17825 -7.63637 0.06 -0.27 -0.21
H 8.06122 10.42710 -7.65851 0.95 -0.02 0.66
H 6.82597 11.17022 -9.43156 0.13 -0.15 0.17
H 6.45557 12.64428 -8.54401 -0.46 0.14 -0.38
H 5.52261 9.85278 -7.67201 0.21 -0.15 0.13
H 4.35863 11.00786 -8.17342 0.20 0.69 -0.18
H 7.63573 10.75709 -5.33912 -0.11 0.12 0.05
H 7.58036 12.51420 -5.42541 0.11 0.06 -0.05
C 11.73242 7.34210 -1.66605 -0.57 -0.90 -0.69
C 12.13726 8.74736 -1.29379 1.93 0.56 0.12
C 11.11532 9.76119 -1.74213 -1.48 -1.17 -0.52
S 10.61487 9.07250 -3.41123 0.14 0.08 -0.41
O 11.48334 9.63599 -4.42169 0.01 0.22 0.11
O 9.18195 9.06124 -3.66504 1.30 -0.40 0.66
C 11.34145 7.33948 -3.14620 -1.15 1.38 -0.26
H 10.86651 7.00088 -1.09871 0.03 -0.02 0.23
H 12.54938 6.63252 -1.53497 0.01 0.04 0.34
H 13.10688 8.90009 -1.76773 0.06 0.37 -0.59
H 12.46706 8.85365 -0.26034 -0.73 -0.12 0.34
H 11.29941 10.83450 -1.78904 0.38 -0.13 -0.33
H 10.22755 9.63240 -1.12296 -0.26 0.14 -0.05
H 12.14610 7.26357 -3.87757 0.20 0.25 0.33
H 10.54811 6.67774 -3.49381 -0.01 -0.20 0.52
C 2.92726 14.50510 -2.53162 -0.87 -0.82 -0.59
C 4.18042 15.11218 -3.10488 0.76 1.52 0.70
C 5.39516 14.35503 -2.50440 -0.28 -0.29 -1.05
S 4.92672 13.99372 -0.80575 -1.08 0.15 1.47
O 5.50778 14.97051 0.13229 -0.37 -1.17 -1.12
O 4.94890 12.56191 -0.45832 0.11 1.87 -0.60
C 3.11992 14.49725 -1.04075 0.79 -0.14 0.68
H 2.78701 13.52323 -2.98369 0.05 -0.34 0.30
H 2.00687 15.04280 -2.75935 0.10 0.32 -0.23
H 4.22044 16.13780 -2.73799 0.10 0.30 0.42
H 4.18923 15.32122 -4.17461 0.15 -1.04 -0.17
H 6.35895 14.86353 -2.52975 -0.05 0.10 0.24
H 5.54879 13.42963 -3.05950 0.11 -0.30 0.38
H 2.94400 15.50975 -0.67745 0.68 0.20 0.08
H 2.48609 13.89890 -0.38627 0.15 -0.58 -0.44
C 6.73590 16.41454 -7.36072 1.94 0.89 -0.39
C 6.86869 16.77396 -5.89964 0.53 -0.47 1.19
C 8.10100 16.04756 -5.29143 -0.44 -0.74 -0.18
S 9.36047 15.96204 -6.58286 -1.11 1.67 0.00
O 9.67612 14.60301 -6.92731 0.12 -0.17 -0.17
O 10.40933 16.94412 -6.33766 -0.75 -0.80 -0.44
C 8.17054 16.63685 -7.90026 1.19 -1.06 0.12
H 6.03611 17.14664 -7.76374 -0.16 -0.48 -0.54
H 6.47042 15.36955 -7.52081 -0.35 0.14 0.04
H 5.96090 16.41126 -5.41750 0.08 0.35 0.48
H 6.98008 17.85297 -5.79268 -0.20 0.06 0.04
H 7.77437 15.02607 -5.09659 0.38 -0.27 0.09
H 8.58898 16.38628 -4.37751 -0.21 0.36 -0.05
H 8.47510 16.01379 -8.74116 -0.36 0.09 -0.26
H 8.53660 17.64701 -8.08376 -0.51 0.16 0.16
C 12.09199 12.82751 1.18745 1.02 -0.12 -2.30
C 12.93018 11.51061 1.49473 -1.16 0.90 -0.19
C 14.38906 11.92603 1.62815 -0.21 -0.17 -0.44
S 14.62354 13.28541 0.38433 0.49 0.02 -0.67
O 15.41770 12.79233 -0.76746 -1.35 0.29 1.68
O 15.13034 14.43961 1.08735 0.28 0.10 0.27
C 12.84756 13.57841 -0.00974 1.38 -1.19 1.18
H 11.92019 13.43149 2.07839 0.16 0.12 -0.17
H 11.16492 12.63799 0.64641 -0.40 -0.40 0.64
H 12.76010 10.76521 0.71786 0.19 0.24 -0.31
H 12.52747 11.04512 2.39430 0.22 0.09 0.24
H 15.11516 11.14600 1.39915 -0.08 0.02 -0.14
H 14.56586 12.26528 2.64882 0.18 0.52 -0.26
H 12.76929 13.08067 -0.97630 -0.72 -0.16 0.17
H 12.68846 14.64125 -0.19186 -0.11 -0.04 0.21
C 7.24506 12.61142 2.20884 -0.41 -1.80 1.09
C 6.59947 13.73809 3.01815 0.12 1.33 -0.99
C 7.45216 14.12866 4.19908 0.65 -0.54 1.08
S 9.10912 13.40135 3.94176 0.91 0.38 -0.07
O 9.27045 12.23101 4.82280 -0.15 1.12 -0.71
O 10.14776 14.46697 3.98276 -1.56 -1.78 -0.16
C 8.76319 12.79126 2.22694 -0.24 1.62 0.58
H 6.77382 12.37746 1.25423 0.40 0.88 -0.38
H 6.97813 11.69846 2.74115 0.33 -0.40 0.38
H 5.57468 13.56208 3.34512 0.06 -0.34 -0.22
H 6.57064 14.63912 2.40543 -0.27 -0.08 -0.34
H 7.11292 13.67260 5.12915 0.06 -0.10 0.06
H 7.52825 15.20264 4.36899 0.21 -0.10 -0.24
H 9.47833 12.00588 1.98228 -0.52 -0.15 0.08
H 8.96676 13.67490 1.62209 0.38 -0.01 -0.30
```
Forces are in eV/Å.

=====

2.
Density functional theory data (wB97M-V/def2-TZVPD) for the molecule C4H6N2O.

Computed properties:
LUMO energy = 0.5 eV
DFT total energy = -9268.9983 eV
total charge = 0
HOMO = -0.280 hartree
ΔE to the lowest compared entry with this formula, charge and spin = 4.5035 eV
largest force on an atom = 0.40 eV Å⁻¹

```
13
Properties=species:S:1:pos:R:3:forces:R:3
N 0.28775 -2.13280 -0.65676 -0.21 -0.34 0.06
C 0.19588 -0.75346 -0.19053 0.13 0.05 -0.01
C 1.34430 -0.92957 -0.88203 -0.19 -0.08 -0.05
N 0.74886 1.81078 -0.15317 -0.27 0.16 0.22
C -0.26072 1.41429 0.51552 0.19 0.00 -0.15
O -0.97749 2.26465 1.30992 -0.13 -0.06 0.10
C -0.67987 0.01579 0.47677 0.10 -0.01 0.00
H -0.44255 -2.43942 -1.29710 0.19 0.17 0.00
H 0.58681 -2.85437 -0.01059 -0.01 0.15 -0.13
H 1.47904 -0.58586 -1.90289 0.03 -0.20 0.09
H 0.93988 2.79182 0.03921 -0.07 0.00 -0.02
H -1.65639 1.76659 1.78120 0.07 0.09 -0.04
H -1.56551 -0.36846 0.97043 0.16 0.07 -0.07
```
Forces are in eV/Å.

=====

3.
Density functional theory data (wB97M-V/def2-TZVPD) for a cluster of 7 separate species, C36H78F2N7O10S2 in total.

Computed properties:
LUMO energy = -12.8 eV
DFT total energy = -96550.8291 eV
total charge = +5
HOMO = -0.762 hartree
ΔE to the lowest compared entry with this formula, charge and spin = 0.0000 eV
largest force on an atom = 9.30 eV Å⁻¹

```
135
Properties=species:S:1:pos:R:3:forces:R:3
C -3.31656 1.98885 1.52046 -0.50 -0.34 -0.12
C -3.15813 1.91753 0.00923 0.70 0.63 1.75
O -2.52187 2.67409 -0.64144 -0.66 -1.01 -0.38
N -3.97332 0.78476 -0.67637 0.39 0.83 -1.17
H -3.47992 -0.12548 -0.64671 0.41 0.46 0.60
H -4.87036 0.64071 -0.21716 -0.19 0.32 0.11
C -4.14166 1.06348 -2.16533 -0.35 -0.85 0.44
H -4.29028 2.44166 1.72851 -0.12 0.01 -0.06
H -2.57921 2.61314 2.01944 0.18 0.15 -0.59
H -3.29796 1.02732 2.03388 -0.09 -0.22 -0.37
H -3.18284 0.95597 -2.66457 0.08 0.39 0.26
H -4.61392 2.02891 -2.31885 0.03 -0.10 -0.06
H -4.74872 0.22147 -2.49734 -0.31 0.36 -0.33
C 0.21298 -7.40613 6.38184 -0.13 1.06 -0.01
C 0.04279 -6.81249 4.99669 0.50 -3.14 1.62
O -0.14050 -7.52599 4.07510 -0.14 1.88 -0.95
N 0.19743 -5.28430 4.86905 -0.78 0.90 -1.82
H -0.00275 -4.74490 5.70670 0.19 -0.48 0.52
H 1.14368 -5.06729 4.55846 0.39 -0.24 0.36
C -0.68514 -4.70244 3.77183 -0.95 -0.62 0.11
H 1.25331 -7.39557 6.71357 0.07 0.32 -0.06
H -0.08266 -8.45188 6.36185 -0.23 0.13 -0.17
H -0.39685 -6.82705 7.07790 0.09 -0.20 0.30
H -0.48338 -5.21025 2.83230 0.45 0.30 0.02
H -0.61846 -3.61820 3.75154 0.52 -0.12 -0.15
H -1.72821 -4.93893 3.98368 0.09 -0.13 0.34
C -3.06480 -5.32131 -1.89413 0.07 -0.73 0.51
C -3.63926 -4.59475 -0.71157 1.19 -0.25 0.18
O -3.66450 -4.91152 0.42989 -0.34 0.39 -0.56
N -4.10190 -3.17484 -1.07138 -1.50 -0.40 -0.66
H -3.34986 -2.50001 -0.81953 -0.13 -0.35 -0.07
H -4.23934 -3.17049 -2.07957 0.23 0.10 -0.19
C -5.44224 -2.77407 -0.41941 1.84 -1.08 -0.27
H -2.33240 -4.75144 -2.46620 -0.31 0.39 -0.01
H -3.85640 -5.71915 -2.53263 -0.07 0.22 -0.14
H -2.52100 -6.18632 -1.51509 -0.15 -0.03 0.12
H -5.81955 -1.93223 -0.99312 -0.16 0.13 0.45
H -5.10670 -2.63941 0.60621 -0.91 0.44 0.17
H -6.07393 -3.65294 -0.52569 -0.30 0.26 0.19
C 1.53835 2.34719 0.56566 -0.67 -0.97 0.56
C 1.79448 3.31081 -0.60299 0.23 2.00 0.74
C 2.83733 4.37945 -0.21578 0.30 0.37 -0.74
C 4.27423 3.92412 -0.14466 0.07 -1.47 0.89
C 4.68642 3.15950 -1.39757 -0.21 1.09 0.55
C 3.73585 2.00874 -1.80627 1.92 1.59 -1.49
N 2.30679 2.46100 -1.75037 -3.41 -2.42 0.41
O 1.44470 1.86426 -2.38379 2.85 1.85 0.92
C 3.92105 0.82326 -0.91906 -1.29 -2.01 1.56
C 4.05202 1.75536 -3.25919 -0.46 -0.96 -1.42
C 0.46558 4.01034 -0.98216 -0.16 -1.33 -0.99
H 0.76210 2.74638 1.22112 0.08 0.57 -0.21
H 2.36846 2.11145 1.22973 0.34 0.23 -0.39
H 1.08881 1.39784 0.26606 0.17 -0.03 -0.35
H 2.51169 4.77135 0.74719 -0.05 0.26 -0.14
H 2.83097 5.16649 -0.97340 -0.51 0.22 0.15
H 4.35222 3.26899 0.72914 0.28 -0.10 0.04
H 4.98307 4.72734 0.04946 -0.25 0.20 -0.12
H 5.69911 2.77619 -1.27486 -0.14 -0.36 -0.03
H 4.77747 3.91402 -2.18214 -0.23 -0.25 -0.36
H 3.93483 1.06500 0.14311 0.41 0.35 -0.10
H 4.73978 0.12996 -1.11054 0.58 0.85 -0.51
H 3.09601 0.10314 -0.95378 -0.40 0.27 -0.43
H 5.10129 1.50274 -3.40330 0.01 0.02 0.30
H 3.84076 2.59381 -3.92432 0.07 0.36 0.39
H 3.46075 0.94512 -3.69060 0.09 -0.25 0.26
H -0.02145 4.59268 -0.20336 0.56 -0.16 0.38
H -0.20019 3.18814 -1.24595 -0.37 0.27 0.04
H 0.51642 4.65326 -1.86107 0.43 0.00 0.01
C -1.28850 1.69369 9.15096 -1.54 -0.17 0.05
C -0.29418 1.86750 8.01077 1.22 0.55 2.34
C 0.94939 1.04739 8.34843 0.82 -1.76 -0.41
C 1.86830 0.64718 7.20203 -0.56 1.14 -0.37
C 1.03794 0.08600 6.04115 1.17 -0.11 0.39
C -0.06551 1.00357 5.49226 0.06 -1.40 -0.18
N -0.89912 1.39873 6.71614 -1.93 1.27 0.19
O -2.10034 1.43126 6.63760 2.11 -0.39 -0.25
C -0.99951 0.17270 4.55173 -0.01 0.60 0.31
C 0.46433 2.26204 4.80837 0.19 0.42 -0.27
C 0.13316 3.35893 7.90065 -0.31 0.13 -2.00
H -2.15628 2.34162 9.02308 -0.08 -0.11 -0.16
H -0.98354 1.89912 10.17739 1.05 0.40 -0.39
H -1.64169 0.66512 9.25493 -0.09 -0.08 -0.46
H 0.61213 0.07770 8.72375 -0.14 0.21 0.62
H 1.58921 1.53923 9.07845 -0.60 0.14 0.37
H 2.62819 -0.06945 7.51056 -0.25 -0.16 0.18
H 2.44901 1.53119 6.92574 -0.04 -0.04 -0.50
H 0.59424 -0.86448 6.34715 -0.12 -0.01 0.06
H 1.79449 -0.15461 5.29173 -0.53 0.05 -0.62
H -1.69961 0.79147 3.99113 0.10 0.20 0.09
H -1.61382 -0.54563 5.09497 0.17 0.00 0.22
H -0.41580 -0.37267 3.81238 0.29 0.18 0.16
H 0.80818 2.00477 3.80469 -0.71 -0.24 -0.22
H 1.37989 2.73132 5.16827 -0.21 -0.26 0.86
H -0.32287 3.01588 4.80371 0.09 0.10 -0.43
H 0.62403 3.79226 8.76841 -0.18 -0.61 0.32
H -0.69772 4.00293 7.60823 -0.20 -0.07 0.28
H 0.82471 3.41995 7.06033 0.27 0.25 0.24
C -0.86436 -0.88738 -6.22776 -1.24 -0.42 -0.39
C 0.64191 -0.67625 -6.20261 0.50 -0.61 -0.19
C 1.36912 -1.57735 -7.23185 0.40 -0.87 -0.01
C 1.34650 -1.20418 -8.71871 0.29 0.77 0.82
C 1.93913 0.19497 -8.78343 -0.74 0.16 -1.14
C 1.18724 1.26609 -8.00499 -0.92 0.69 -0.17
N 0.88779 0.78228 -6.59846 0.22 2.01 2.64
O 0.83008 1.59159 -5.68159 0.11 -1.82 -2.45
C -0.23804 1.60481 -8.62540 -0.07 -0.44 0.76
C 1.94611 2.58951 -8.00247 0.53 0.82 -0.67
C 1.22266 -0.97564 -4.77243 -0.44 0.01 -1.54
H -1.48824 -0.39281 -5.48158 0.60 0.54 0.19
H -1.11554 -1.93885 -6.07605 0.55 -0.16 -0.02
H -1.32539 -0.66318 -7.18953 0.24 0.09 -0.08
H 1.02761 -2.59718 -7.04573 -0.26 0.03 -0.06
H 2.41932 -1.61880 -6.93149 0.09 0.16 0.00
H 0.36000 -1.25881 -9.17887 -0.05 0.05 0.09
H 2.02689 -1.79395 -9.33178 -0.20 -0.56 0.35
H 1.84844 0.51662 -9.82363 0.19 0.23 0.00
H 3.00919 0.22339 -8.57599 -0.05 -0.13 0.35
H -0.04738 1.93397 -9.64476 -0.10 -0.19 -0.03
H -0.72781 2.41322 -8.08200 0.43 0.24 0.07
H -0.96946 0.80085 -8.56525 0.34 -0.30 -0.52
H 2.69562 2.57940 -8.79741 0.47 -0.64 0.39
H 2.40107 2.89652 -7.06392 0.03 -0.19 -0.01
H 1.39387 3.43550 -8.41448 -0.71 -0.10 0.71
H 1.15017 -2.05946 -4.67032 -0.41 0.02 0.15
H 0.62536 -0.45776 -4.02770 0.41 -0.01 0.23
H 2.30055 -0.81934 -4.74771 -0.09 0.58 0.19
N -2.18386 -1.36124 -0.37842 2.30 -0.69 -2.58
S -1.37195 -1.46739 0.91305 -0.95 1.51 9.13
O -0.92882 -0.17000 1.38335 1.06 -1.16 -1.21
O -0.66070 -2.68087 1.23855 -0.49 1.44 -1.22
F -2.67976 -1.51963 1.89420 -0.01 -0.88 -0.59
S -0.83996 -1.54395 -1.36424 0.65 -0.16 -6.09
O -0.51193 -2.88103 -1.74608 -0.43 0.32 1.43
O 0.22067 -0.57002 -1.34925 -1.35 -0.59 1.31
F -1.69934 -1.10477 -2.63661 -0.27 0.46 -0.12
```
Forces are in eV/Å.

=====

4.
Density functional theory data (wB97M-V/def2-TZVPD) for the molecule C3H8O.

Computed properties:
LUMO energy = 1.0 eV
DFT total energy = -5288.0430 eV
SMILES = CC(C)O
total charge = 0
HOMO = -0.377 hartree
ΔE to the lowest compared entry with this formula, charge and spin = 0.1075 eV
largest force on an atom = 0.42 eV Å⁻¹

```
12
Properties=species:S:1:pos:R:3:forces:R:3
C 0.62621 0.35854 1.21611 -0.04 0.04 -0.01
C 0.33169 -0.21146 -0.16237 0.07 0.41 -0.03
C -0.85294 0.42689 -0.89927 0.00 0.01 0.09
O 0.04837 -1.58925 0.04311 0.14 -0.35 -0.17
H 1.38944 -0.25510 1.70635 -0.11 0.15 -0.09
H 0.98605 1.39073 1.16315 -0.09 -0.12 -0.05
H -0.27885 0.33453 1.83252 0.11 0.00 -0.08
H 1.23370 -0.11116 -0.78814 -0.11 -0.05 0.10
H -0.59243 1.27957 -1.53667 0.10 -0.12 0.23
H -1.26201 -0.35954 -1.53566 -0.15 0.20 -0.18
H -1.64554 0.73573 -0.20869 0.14 -0.09 -0.05
H 0.01632 -1.99949 -0.83045 -0.06 -0.08 0.24
```
Forces are in eV/Å.

=====

Question: largest force on an atom of number 2 (C4H6N2O)?
Answer: 0.40 eV Å⁻¹

=====

Question: total charge of number 3 (C36H78F2N7O10S2)?
Answer: +5

=====

Question: The lowest DFT total energy belongs to which entry?
Answer: C38H62N2O18S6